{
  "formula": "C35H58F14N3O11S4",
  "method": "ωB97M-V/def2-TZVPD",
  "max_force_ev_per_a": 1.333,
  "lumo_ha": -0.08068,
  "energy_ha": -5350.8438,
  "homo_lumo_gap_ev": 8.70,
  "charge": 1,
  "symbols": ["C", "N", "C", "C", "N", "C", "C", "N", "C", "C", "C", "F", "F", "C", "F", "F", "C", "F", "F", "C", "F", "F", "F", "C", "C", "C", "C", "S", "C", "O", "O", "C", "C", "C", "F", "F", "C", "C", "C", "C", "C", "C", "F", "F", "F", "C", "H", "H", "H", "H", "H", "H", "H", "H", "H", "H", "H", "H", "H", "H", "H", "H", "H", "H", "H", "H", "H", "H", "H", "H", "H", "H", "H", "H", "H", "H", "H", "H", "H", "H", "O", "S", "O", "O", "C", "C", "C", "H", "H", "H", "H", "H", "H", "H", "H", "O", "S", "O", "O", "C", "C", "C", "H", "H", "H", "H", "H", "H", "H", "H", "O", "S", "O", "O", "C", "C", "C", "H", "H", "H", "H", "H", "H", "H", "H"],
  "coordinates": [[2.347242, 1.730757, 3.539012], [2.408401, 0.799856, 2.405486], [3.582612, 1.023300, 1.594529], [3.413286, 1.701716, 0.237436], [2.123852, 1.459863, -0.541483], [2.408796, 0.201650, -1.358064], [3.213061, 0.368933, -2.643901], [2.757460, -0.680574, -3.573427], [2.058778, 2.703168, -1.422530], [1.007473, 3.056254, -2.474168], [0.627938, 2.164647, -3.634624], [1.626051, 2.181399, -4.572939], [0.469183, 0.891269, -3.246660], [-0.652494, 2.681304, -4.330641], [-1.704424, 2.468671, -3.515417], [-0.512393, 4.013004, -4.495642], [-0.922143, 2.049448, -5.731151], [-0.273263, 2.778604, -6.647905], [-0.450985, 0.798236, -5.762947], [-2.414194, 2.019253, -6.133131], [-2.504432, 1.748848, -7.423919], [-2.977506, 3.198495, -5.901449], [-3.074597, 1.092162, -5.453929], [0.893480, 1.322604, 0.421699], [-0.404482, 1.009770, -0.385518], [-0.785656, -0.355972, -0.970536], [-2.237234, -0.340949, -1.504396], [-2.223251, -0.622622, -3.299066], [0.710552, 2.730450, 1.054953], [-0.134998, 3.524572, 0.232057], [-0.261139, 4.793294, 0.871391], [1.223000, 0.334098, 1.659049], [1.605872, -1.107238, 1.217843], [0.048009, 0.133503, 2.732232], [-0.336061, 1.340593, 3.251422], [0.690792, -0.520287, 3.745299], [-1.233098, -0.633082, 2.476226], [-1.245407, -2.044832, 2.491723], [-2.451543, -2.756453, 2.363471], [-3.678598, -2.066359, 2.260293], [-3.674395, -0.665450, 2.292508], [-4.967835, 0.083943, 2.214540], [-5.986827, -0.622281, 2.697162], [-5.293962, 0.395816, 0.942304], [-4.910934, 1.244693, 2.884796], [-2.460317, 0.060785, 2.385827], [2.329349, 2.790521, 3.254723], [3.247124, 1.577791, 4.136494], [1.509597, 1.539189, 4.187093], [4.243625, 1.685886, 2.151773], [4.153847, 0.097984, 1.471012], [4.219696, 1.386091, -0.421318], [3.533667, 2.775089, 0.353279], [2.996804, -0.430112, -0.699108], [1.512312, -0.355929, -1.564915], [3.127114, 1.323061, -3.147754], [4.280615, 0.236764, -2.438123], [3.221250, -0.534612, -4.463498], [3.108117, -1.579754, -3.257654], [2.058812, 3.561289, -0.759319], [3.044723, 2.748195, -1.883568], [1.426734, 3.954842, -2.935402], [0.091359, 3.404373, -1.999006], [-1.208550, 1.295796, 0.288857], [-0.494436, 1.725029, -1.201197], [-0.148369, -0.631122, -1.809538], [-0.721953, -1.164286, -0.260850], [-2.745148, 0.592266, -1.275491], [-2.792587, -1.159390, -1.058706], [-3.402403, -0.063685, -3.580886], [0.288858, 2.662410, 2.041349], [1.664822, 3.249559, 1.184038], [0.552844, 5.256554, 0.621354], [1.166781, -1.441998, 0.294601], [1.363607, -1.819758, 1.992290], [2.683203, -1.176814, 1.106176], [-0.334930, -2.609316, 2.620653], [-2.425211, -3.837568, 2.365602], [-4.617756, -2.594521, 2.180373], [-2.496323, 1.140088, 2.442190], [1.713240, -4.468378, 0.599109], [0.829027, -5.587588, 0.781528], [-0.257223, -5.449549, 1.705582], [1.674409, -6.871465, 1.125747], [2.615669, -6.801506, 2.232317], [1.943209, -6.846288, 3.586390], [0.209463, -6.127524, -0.770113], [3.231132, -5.910084, 2.107864], [3.250825, -7.670469, 2.081313], [1.342209, -5.957134, 3.768847], [2.706653, -6.910915, 4.361287], [1.290414, -7.714966, 3.662204], [1.040917, -6.239720, -1.459673], [-0.479488, -5.359656, -1.115895], [-0.314961, -7.068071, -0.626340], [6.840244, 0.848851, -4.456398], [6.704897, 2.249582, -4.732034], [5.534026, 2.919063, -4.236703], [6.847512, 2.491152, -6.283117], [6.012107, 1.708974, -7.178957], [4.572035, 2.173605, -7.205917], [8.141670, 3.120657, -4.223582], [6.100646, 0.657322, -6.905076], [6.483765, 1.841613, -8.148997], [4.072809, 2.001921, -6.253049], [4.034765, 1.626311, -7.980208], [4.516054, 3.239160, -7.425389], [9.016826, 2.608810, -4.612888], [8.143726, 3.113084, -3.136104], [8.079696, 4.139311, -4.596116], [-7.542540, -1.129357, 8.747568], [-8.370741, -1.519902, 7.647009], [-7.818226, -2.355317, 6.624246], [-8.993355, -0.214417, 6.992523], [-8.076967, 0.846587, 6.628931], [-7.274871, 0.528847, 5.385882], [-9.872042, -2.222023, 8.228575], [-7.434186, 1.060130, 7.483720], [-8.722542, 1.707660, 6.472196], [-6.595809, -0.304382, 5.558640], [-6.685716, 1.398898, 5.095486], [-7.931970, 0.257905, 4.560239], [-10.293858, -1.570991, 8.988507], [-9.615714, -3.191145, 8.650331], [-10.548601, -2.341367, 7.387179]],
  "forces_ev_per_a": [[0.3, 0.1, 0.0], [-0.4, 0.8, 0.0], [0.2, -0.6, 0.0], [0.2, 0.5, 0.1], [0.2, -0.2, 0.0], [0.4, -0.3, 0.2], [0.4, -0.6, -0.4], [0.3, 0.0, 0.1], [0.5, 0.3, -0.5], [-0.5, 0.4, 0.0], [0.7, 0.1, 0.0], [-0.1, 0.0, -0.1], [-0.2, 0.1, -0.1], [-0.1, 0.0, -0.2], [0.1, 0.1, 0.1], [-0.1, 0.1, 0.0], [0.1, 0.1, 0.2], [0.1, 0.1, -0.1], [0.0, -0.2, -0.1], [-0.1, 0.1, 0.0], [0.0, -0.1, -0.3], [0.0, 0.3, 0.1], [-0.2, 0.0, -0.2], [-0.6, 0.1, 0.5], [0.0, -0.1, 0.1], [-0.2, -0.2, -0.2], [0.2, -0.2, 0.1], [0.0, -0.2, 0.0], [0.1, 0.1, -0.2], [0.2, 0.3, 0.0], [-0.1, -0.2, 0.2], [0.4, -0.4, -0.4], [0.1, 0.2, 0.0], [0.3, 0.0, -0.1], [-0.2, 0.1, 0.1], [-0.2, -0.1, 0.2], [-1.0, -0.5, -0.5], [-0.8, 0.3, -0.2], [-0.1, 1.0, 0.0], [1.1, 0.4, 0.1], [1.3, -0.2, 0.0], [-0.1, 0.2, -0.2], [-0.2, -0.2, 0.2], [0.1, 0.0, -0.2], [0.0, 0.1, 0.1], [-0.1, -1.2, 0.0], [-0.1, 0.0, 0.0], [0.0, 0.0, 0.0], [0.0, 0.0, 0.1], [0.1, -0.1, 0.0], [-0.1, -0.1, -0.1], [0.0, 0.0, 0.0], [-0.2, 0.0, 0.0], [-0.1, 0.0, 0.1], [-0.2, 0.4, -0.1], [-0.2, 0.0, 0.0], [0.0, 0.3, 0.2], [-0.1, 0.1, -0.1], [-0.1, 0.0, 0.0], [-0.2, -0.1, 0.2], [-0.1, -0.2, 0.0], [0.0, 0.0, 0.0], [0.1, -0.1, 0.1], [-0.1, 0.0, 0.2], [0.0, -0.1, 0.2], [-0.1, 0.0, 0.1], [0.1, -0.1, 0.4], [0.0, 0.1, 0.0], [-0.1, 0.1, 0.2], [-0.1, -0.1, 0.2], [-0.2, 0.0, 0.0], [0.1, -0.1, -0.1], [0.0, 0.1, -0.1], [-0.3, -0.1, -0.1], [0.0, 0.0, 0.1], [0.0, 0.0, 0.0], [0.0, 0.0, 0.0], [0.0, 0.0, 0.0], [0.0, -0.1, 0.0], [0.0, 0.0, 0.0], [0.0, 0.1, 0.1], [0.0, -0.1, -0.1], [0.0, 0.1, 0.0], [-0.1, 0.0, 0.0], [0.3, 0.0, 0.2], [-0.1, 0.0, -0.1], [0.0, 0.0, 0.0], [-0.1, 0.0, 0.0], [0.0, 0.0, -0.1], [0.0, 0.0, 0.0], [0.0, 0.0, 0.0], [0.0, 0.0, 0.0], [0.0, 0.0, 0.0], [0.0, 0.0, 0.0], [0.0, 0.0, 0.0], [-0.1, 0.0, 0.1], [-0.1, -0.1, -0.1], [0.0, 0.0, 0.1], [0.0, 0.1, 0.1], [-0.1, -0.2, -0.2], [0.0, 0.1, 0.1], [0.0, 0.0, 0.0], [0.0, 0.0, 0.1], [0.0, 0.1, 0.0], [0.0, 0.0, 0.0], [0.0, 0.0, 0.0], [0.0, 0.0, 0.0], [0.0, 0.0, 0.0], [0.0, 0.0, 0.0], [0.0, 0.0, 0.0], [0.1, 0.0, 0.0], [0.0, 0.1, 0.0], [0.0, 0.0, 0.0], [-0.1, -0.1, -0.1], [0.2, 0.3, 0.0], [0.0, -0.2, 0.0], [0.0, 0.0, 0.0], [0.0, -0.1, 0.0], [-0.1, 0.0, 0.0], [0.0, 0.0, 0.0], [0.0, 0.0, 0.0], [0.0, 0.0, 0.0], [0.0, 0.0, 0.0], [0.0, 0.0, 0.0], [0.0, 0.0, 0.0]]
}


{
  "formula": "C35H58N3OP2Sn",
  "method": "ωB97M-V/def2-TZVPD",
  "max_force_ev_per_a": 5.302,
  "lumo_ha": [-0.41620, -0.39631],
  "e_above_lowest_ev": 0.7916,
  "energy_ha": -2503.9405,
  "homo_lumo_gap_ev": [3.37, 3.93],
  "charge": 3,
  "symbols": ["C", "C", "C", "C", "C", "H", "H", "H", "N", "P", "P", "C", "H", "H", "C", "H", "C", "C", "C", "C", "C", "H", "H", "H", "C", "H", "H", "H", "C", "H", "H", "H", "C", "H", "H", "H", "C", "H", "H", "H", "C", "H", "H", "H", "C", "H", "H", "H", "C", "H", "H", "H", "C", "H", "H", "H", "C", "H", "H", "H", "C", "H", "H", "H", "C", "H", "H", "H", "Sn", "C", "O", "N", "C", "C", "C", "C", "C", "H", "H", "H", "H", "H", "H", "H", "H", "H", "N", "C", "C", "C", "C", "C", "C", "H", "H", "H", "H", "H", "H", "H"],
  "coordinates": [[3.240407, -0.819292, 0.063845], [2.344826, 0.708359, -1.506549], [4.489644, -0.759503, -0.542582], [3.645563, 0.880384, -2.060804], [4.709709, 0.148812, -1.581990], [5.273254, -1.410682, -0.168120], [3.752671, 1.572127, -2.895915], [5.705019, 0.270769, -1.998777], [2.241925, 0.000011, -0.316996], [1.623451, -1.489791, 2.317694], [-0.497334, 1.336278, -2.094316], [3.013941, -1.855962, 1.164020], [2.816386, -2.847180, 0.716463], [3.945623, -1.978273, 1.740308], [1.250804, 1.242768, -2.233734], [1.629601, 1.894434, -3.039028], [-0.975656, 1.170880, -4.000938], [-1.015693, 3.103782, -1.431756], [0.680806, -3.075583, 2.793408], [2.470316, -0.565568, 3.722635], [-2.283630, 0.368904, -3.980141], [-3.129788, 0.957108, -3.599201], [-2.529431, 0.038916, -5.002056], [-2.173323, -0.519583, -3.343112], [-1.152944, 2.478019, -4.780915], [-1.936371, 3.138700, -4.395986], [-0.215736, 3.043284, -4.860510], [-1.448445, 2.207467, -5.807983], [0.117267, 0.358842, -4.700901], [-0.254719, 0.001640, -5.674434], [1.015660, 0.957115, -4.892530], [0.404550, -0.508232, -4.099835], [-2.516902, 3.261222, -1.703840], [-3.094697, 2.504200, -1.156106], [-2.846146, 4.250671, -1.351981], [-2.777592, 3.180447, -2.765937], [-0.769574, 3.185404, 0.085742], [-1.345724, 2.430363, 0.642179], [0.295672, 3.081381, 0.333020], [-1.105615, 4.168169, 0.456341], [-0.164373, 4.179897, -2.101401], [-0.341070, 4.263412, -3.177842], [-0.417716, 5.151974, -1.652063], [0.903879, 4.000381, -1.929738], [1.398600, -0.179281, 4.761396], [1.908992, 0.255554, 5.634643], [0.706222, 0.578975, 4.365502], [0.816514, -1.044841, 5.110152], [3.118339, 0.708515, 3.150500], [3.855133, 0.479567, 2.370224], [2.379524, 1.415103, 2.751865], [3.648204, 1.218706, 3.967882], [3.581979, -1.413793, 4.360269], [4.016183, -0.827196, 5.183461], [3.220598, -2.357076, 4.782132], [4.392080, -1.631904, 3.653783], [0.801265, -4.092255, 1.641607], [1.786262, -4.579750, 1.628889], [0.047107, -4.882022, 1.781030], [0.620828, -3.628209, 0.661633], [-0.801515, -2.694480, 2.992146], [-1.246927, -2.287877, 2.071366], [-1.363002, -3.600760, 3.264638], [-0.937249, -1.961225, 3.800093], [1.223560, -3.711181, 4.081560], [2.267622, -4.034018, 3.973029], [1.131754, -3.053675, 4.955786], [0.623601, -4.611080, 4.289295], [0.269710, 0.050222, 0.739575], [0.527498, 2.848172, 3.222510], [0.067736, 3.891927, 3.172677], [-0.194129, -1.318201, -0.910701], [-0.360001, -1.629535, -2.049133], [-0.792951, -2.930284, -2.799750], [-0.336843, -2.887579, -4.248262], [-0.124996, -4.106953, -2.091247], [-2.315344, -3.072581, -2.708254], [-0.867365, -2.111403, -4.808848], [0.739706, -2.687485, -4.310626], [-0.539096, -3.850467, -4.736309], [-0.539603, -4.251424, -1.085667], [-0.295263, -5.036938, -2.647890], [0.960369, -3.956221, -2.017275], [-2.610215, -4.114983, -2.880923], [-2.674980, -2.799041, -1.706877], [-2.831291, -2.453137, -3.447892], [-3.203596, 0.227611, 1.326954], [-3.367099, 1.482787, 1.887964], [-4.138838, 2.453287, 1.218220], [-4.166611, 3.762531, 1.695434], [-3.468942, 4.102140, 2.860170], [-2.746665, 3.127731, 3.555101], [-2.669985, 1.830391, 3.066229], [-3.787049, -0.020109, 0.532434], [-2.988403, -0.558261, 1.931609], [-4.712501, 2.163278, 0.333507], [-4.749161, 4.516918, 1.162787], [-3.494318, 5.127979, 3.232389], [-2.283261, 3.366752, 4.515368], [-2.080681, 1.060602, 3.576208]],
  "forces_ev_per_a": [[-0.5, 0.1, 0.4], [0.8, 0.2, 0.6], [0.3, 0.2, -0.4], [-0.7, 0.1, -0.2], [0.3, -0.3, 0.6], [0.0, 0.1, -0.2], [0.1, -0.3, 0.1], [-0.2, 0.0, 0.0], [-0.2, -0.8, -0.9], [0.5, -0.6, 0.3], [-0.3, 1.9, -1.4], [0.2, -0.1, -0.1], [0.1, 0.5, -0.1], [-0.4, 0.1, -0.2], [1.2, 1.1, 0.6], [-0.4, -0.7, 0.0], [-0.2, -0.2, 0.3], [-0.3, 0.2, 1.1], [0.1, 0.0, 0.0], [-0.3, 0.2, 0.1], [-0.2, 0.0, 0.0], [0.2, -0.1, -0.1], [0.0, 0.1, 0.3], [-0.2, 0.2, -0.2], [0.0, 0.3, 0.0], [0.3, -0.2, -0.2], [-0.2, -0.2, 0.0], [0.1, 0.0, 0.3], [0.2, 0.0, 0.1], [0.1, 0.1, 0.3], [-0.2, -0.2, 0.0], [0.1, 0.0, -0.2], [-0.2, -0.4, -0.2], [0.2, 0.3, -0.1], [0.2, -0.3, 0.0], [0.1, 0.1, 0.4], [-0.2, -0.2, 0.0], [0.1, 0.3, -0.2], [-0.1, 0.1, -0.1], [0.1, -0.3, -0.2], [0.4, -0.1, -0.6], [0.1, 0.0, 0.3], [0.0, -0.3, 0.0], [-0.2, 0.2, 0.0], [-0.1, 0.0, 0.1], [-0.2, -0.1, -0.2], [0.2, -0.3, 0.1], [0.2, 0.3, 0.0], [-0.1, 0.0, -0.2], [0.0, 0.1, 0.2], [0.2, -0.2, 0.1], [-0.1, -0.1, -0.2], [0.0, -0.3, 0.1], [-0.1, -0.1, -0.2], [0.2, 0.3, -0.1], [-0.1, 0.1, 0.2], [0.0, 0.1, 0.0], [-0.3, 0.1, 0.0], [0.2, 0.3, 0.0], [0.0, -0.1, 0.2], [0.1, 0.1, 0.1], [0.1, -0.1, 0.1], [0.2, 0.3, -0.1], [0.0, -0.2, -0.2], [0.0, -0.2, 0.1], [-0.3, 0.1, 0.0], [0.0, -0.2, -0.3], [0.2, 0.2, -0.1], [-0.5, 1.1, 0.5], [-1.2, 2.6, -0.2], [1.2, -2.2, 0.2], [-0.2, -1.0, -4.2], [-0.4, -2.0, 4.9], [-0.1, 0.0, -1.4], [0.1, 0.0, -0.5], [0.6, 0.0, 0.8], [-0.5, 0.4, 0.4], [0.1, -0.3, 0.1], [-0.2, -0.2, -0.1], [0.0, 0.2, 0.2], [0.1, 0.1, -0.2], [-0.1, 0.4, -0.1], [-0.2, -0.1, 0.0], [0.3, 0.2, -0.1], [0.0, -0.1, -0.2], [0.1, -0.2, 0.2], [0.6, -1.2, -0.7], [0.0, 1.1, 0.4], [0.3, -0.2, 0.4], [0.2, -0.1, 0.2], [0.0, 0.1, 0.0], [-0.4, 0.0, 0.1], [-0.3, -0.2, -0.6], [0.0, 0.1, 0.5], [-0.4, 0.4, 0.0], [0.1, 0.1, 0.3], [0.1, -0.2, 0.2], [-0.1, -0.4, -0.1], [-0.1, 0.0, -0.4], [-0.2, 0.2, 0.0]]
}


Question: Which formula does entry 2 have?
Answer: C35H58N3OP2Sn